Formula: C44H121FLiN11O11
Source: the OMol25 dataset
Level of theory: ωB97M-V with the def2-TZVPD basis set

Geometry (Å):
Li -1.651 -1.925 -1.268
F -0.030 -0.981 -0.537
C 3.863 -0.708 0.468
C 3.596 -1.008 -0.974
C 4.861 -1.512 -1.666
O 4.570 -1.853 -3.028
C 5.739 -2.290 -3.719
N 2.546 -2.045 -1.034
H 4.403 -1.557 0.889
H 2.948 -0.657 1.058
H 4.471 0.187 0.600
H 3.285 -0.144 -1.559
H 5.268 -2.413 -1.207
H 5.702 -0.829 -1.548
H 6.228 -3.065 -3.129
H 6.508 -1.526 -3.840
H 5.554 -2.627 -4.739
H 2.550 -2.425 -1.970
H 1.637 -1.620 -0.913
C 5.143 2.408 3.364
C 4.753 2.858 4.746
C 3.788 1.928 5.548
O 2.503 1.815 4.910
C 2.291 0.644 4.147
N 5.961 2.943 5.556
H 5.855 1.584 3.408
H 5.548 3.250 2.802
H 4.292 2.081 2.766
H 4.258 3.829 4.705
H 3.562 2.369 6.518
H 4.145 0.952 5.878
H 2.223 -0.255 4.759
H 3.058 0.551 3.379
H 1.288 0.720 3.726
H 6.383 2.025 5.544
H 6.530 3.569 5.003
C 0.929 -1.043 -4.753
C 1.433 0.140 -3.901
C 1.951 1.327 -4.783
O 3.259 1.006 -5.252
C 4.404 1.299 -4.498
N 0.353 0.601 -3.026
H 0.099 -0.703 -5.372
H 0.769 -2.001 -4.259
H 1.737 -1.305 -5.435
H 2.296 -0.144 -3.299
H 1.933 2.247 -4.199
H 1.373 1.457 -5.698
H 4.181 1.004 -3.472
H 4.579 2.371 -4.410
H 5.323 0.867 -4.892
H 0.320 -0.058 -2.261
H 0.659 1.451 -2.575
C -4.132 -3.634 -1.624
C -3.093 -3.879 -0.428
C -1.826 -4.578 -1.054
O -1.148 -3.686 -1.966
C 0.133 -4.231 -2.414
N -2.851 -2.657 0.275
H -4.297 -4.539 -2.208
H -3.837 -2.850 -2.322
H -5.092 -3.377 -1.177
H -3.486 -4.484 0.389
H -2.066 -5.466 -1.639
H -1.208 -4.979 -0.250
H 0.075 -5.307 -2.584
H 0.848 -4.019 -1.619
H 0.602 -3.772 -3.285
H -3.658 -2.470 0.853
H -2.120 -2.833 0.949
C -3.087 0.583 -1.343
C -3.387 -0.202 -2.613
C -3.866 0.672 -3.771
O -4.520 -0.141 -4.747
C -5.044 0.628 -5.830
N -2.226 -0.889 -3.002
H -2.136 1.103 -1.458
H -3.067 0.006 -0.418
H -3.790 1.414 -1.286
H -4.185 -0.891 -2.337
H -3.044 1.304 -4.106
H -4.653 1.297 -3.349
H -4.334 1.328 -6.271
H -5.959 1.141 -5.534
H -5.292 -0.051 -6.645
H -1.605 -0.151 -3.302
H -2.376 -1.330 -3.899
C -1.070 -1.491 2.898
C 0.071 -2.430 2.670
C 0.338 -3.438 3.809
O 1.630 -3.989 3.498
C 2.103 -5.073 4.394
N -0.226 -3.092 1.348
H -0.905 -0.924 3.814
H -1.991 -2.053 3.055
H -1.147 -0.741 2.111
H 0.937 -1.774 2.578
H -0.483 -4.156 3.790
H 0.290 -2.923 4.769
H 3.100 -5.368 4.068
H 1.475 -5.949 4.229
H 2.072 -4.823 5.454
H -0.090 -2.264 0.785
H 0.533 -3.700 1.076
C -4.314 -0.377 2.290
C -5.085 -1.584 2.880
C -6.327 -1.174 3.718
O -7.292 -2.222 4.032
C -6.827 -3.045 5.064
N -5.363 -2.436 1.758
H -3.497 -0.678 1.636
H -3.972 0.276 3.093
H -4.833 0.354 1.670
H -4.390 -2.148 3.502
H -6.727 -0.312 3.185
H -5.920 -0.703 4.613
H -6.603 -2.434 5.938
H -5.970 -3.651 4.767
H -7.629 -3.741 5.312
H -5.972 -3.112 2.196
H -5.998 -1.951 1.140
C -2.929 4.471 2.471
C -3.722 3.235 1.998
C -4.704 3.756 0.828
O -5.787 2.821 0.657
C -6.610 3.086 -0.439
N -2.693 2.349 1.554
H -2.465 5.111 1.721
H -2.198 4.184 3.227
H -3.646 5.158 2.921
H -4.284 2.820 2.834
H -4.081 3.924 -0.050
H -5.179 4.681 1.157
H -7.486 2.438 -0.433
H -6.033 3.032 -1.362
H -6.880 4.125 -0.249
H -2.003 2.761 0.943
H -3.168 1.645 1.007
C 1.924 2.799 -0.724
C 1.199 2.297 0.618
C 0.895 3.412 1.576
O 2.133 3.812 2.093
C 1.955 4.733 3.214
N -0.051 1.686 0.295
H 1.365 3.626 -1.162
H 1.982 2.000 -1.462
H 2.924 3.218 -0.616
H 1.851 1.526 1.030
H 0.193 3.064 2.335
H 0.309 4.198 1.100
H 2.910 5.117 3.571
H 1.389 4.223 3.994
H 1.254 5.535 2.982
H -0.601 1.495 1.121
H 0.002 0.751 -0.082
C -1.058 7.553 -1.686
C -1.351 6.728 -2.936
C -2.716 5.970 -2.765
O -2.643 5.130 -1.651
C -1.682 4.086 -1.748
N -1.468 7.719 -4.029
H -1.915 8.213 -1.554
H -0.161 8.171 -1.717
H -1.076 6.923 -0.796
H -0.495 6.092 -3.163
H -3.043 5.410 -3.641
H -3.537 6.676 -2.646
H -1.971 3.377 -0.972
H -0.709 4.478 -1.454
H -1.556 3.548 -2.687
H -1.790 7.296 -4.888
H -2.266 8.304 -3.824
C 5.323 -5.314 1.668
C 4.813 -4.601 0.386
C 5.262 -5.307 -0.906
O 6.733 -5.356 -1.001
C 7.191 -5.783 -2.288
N 3.395 -4.417 0.515
H 4.776 -6.230 1.891
H 5.082 -4.728 2.555
H 6.367 -5.624 1.625
H 5.197 -3.585 0.474
H 4.759 -4.934 -1.799
H 5.037 -6.373 -0.882
H 6.973 -6.845 -2.401
H 8.276 -5.687 -2.291
H 6.666 -5.160 -3.012
H 3.209 -3.635 -0.095
H 3.193 -3.913 1.367

Results
Strongest force on any atom (Eh/bohr): 0.062
LUMO (hartree): 0.0145
Net charge: 0

Atom charges from the Mulliken analysis, given in e for atoms 1 to 8: Li 1.064; F -0.574; C -1.408; C 2.864; C -1.546; O -0.176; C -0.676; N 1.591

---

Formula: C44H121N11O11
Source: the OMol25 dataset
Level of theory: ωB97M-V with the def2-TZVPD basis set

Geometry (Å):
C 6.217 1.666 -2.787
O 5.527 0.848 -1.849
C 4.426 1.488 -1.221
C 4.822 2.514 -0.192
C 5.928 2.008 0.734
N 3.617 3.001 0.488
H 6.605 0.974 -3.532
H 7.005 2.159 -2.209
H 5.669 2.436 -3.339
H 3.773 1.904 -2.004
H 3.795 0.685 -0.821
H 5.209 3.410 -0.693
H 5.592 1.070 1.191
H 6.045 2.682 1.585
H 6.865 1.859 0.206
H 3.313 2.358 1.211
H 3.808 3.898 0.912
C 2.132 0.585 4.697
O 2.907 -0.541 4.348
C 3.363 -0.582 3.010
C 3.990 -1.924 2.726
C 5.271 -2.155 3.484
N 4.210 -2.019 1.279
H 1.175 0.640 4.167
H 2.765 1.460 4.498
H 1.941 0.519 5.766
H 2.485 -0.438 2.358
H 4.078 0.243 2.879
H 3.257 -2.697 2.996
H 5.147 -2.264 4.559
H 6.010 -1.371 3.300
H 5.743 -3.075 3.124
H 3.348 -1.835 0.767
H 4.379 -2.972 0.967
C -2.314 -6.068 -1.115
O -2.369 -4.751 -0.652
C -3.391 -3.985 -1.266
C -3.979 -2.990 -0.271
C -5.298 -2.382 -0.780
N -3.014 -1.938 0.078
H -1.845 -6.121 -2.106
H -3.283 -6.572 -1.266
H -1.826 -6.702 -0.376
H -2.969 -3.445 -2.128
H -4.189 -4.645 -1.624
H -4.172 -3.583 0.627
H -5.904 -2.233 0.110
H -5.805 -3.115 -1.408
H -5.155 -1.440 -1.304
H -2.611 -1.615 -0.802
H -2.222 -2.376 0.543
C -3.592 1.421 -1.021
O -4.979 1.650 -0.881
C -5.434 2.808 -1.548
C -6.760 3.219 -0.989
C -7.784 2.061 -1.077
N -7.258 4.456 -1.637
H -3.390 1.211 -2.080
H -3.384 0.550 -0.399
H -2.927 2.200 -0.636
H -4.696 3.617 -1.608
H -5.549 2.554 -2.626
H -6.720 3.404 0.087
H -8.564 2.239 -0.336
H -7.272 1.131 -0.840
H -8.278 2.022 -2.052
H -8.155 4.608 -1.183
H -7.500 4.207 -2.594
C 0.799 -1.644 -2.530
O 0.561 -1.072 -1.262
C 0.080 0.254 -1.329
C 0.291 0.921 0.011
C -0.644 0.405 1.111
N -0.063 2.349 -0.143
H 1.820 -1.360 -2.820
H 0.080 -1.327 -3.290
H 0.798 -2.729 -2.430
H 0.663 0.851 -2.050
H -0.962 0.253 -1.674
H 1.309 0.683 0.343
H -0.470 1.034 1.995
H -0.406 -0.620 1.375
H -1.700 0.571 0.903
H -0.514 2.609 0.724
H 0.756 2.934 -0.281
C 1.119 -5.674 -3.132
O 1.422 -5.523 -1.777
C 1.769 -6.694 -1.082
C 2.825 -7.582 -1.680
C 3.174 -8.703 -0.734
N 4.055 -6.843 -1.993
H 1.113 -4.691 -3.604
H 0.061 -5.956 -3.308
H 1.654 -6.448 -3.683
H 2.079 -6.382 -0.080
H 0.888 -7.326 -0.882
H 2.458 -8.086 -2.588
H 3.794 -9.457 -1.220
H 2.288 -9.259 -0.399
H 3.649 -8.365 0.187
H 4.736 -7.383 -2.506
H 3.803 -6.010 -2.510
C 0.269 -2.365 3.350
O -0.880 -2.708 4.068
C -0.800 -2.134 5.342
C -2.066 -2.366 6.158
C -3.373 -1.933 5.526
N -1.951 -1.761 7.500
H 0.321 -1.280 3.232
H 0.270 -2.824 2.358
H 1.171 -2.765 3.825
H 0.046 -2.506 5.941
H -0.603 -1.047 5.269
H -2.130 -3.456 6.262
H -3.342 -0.931 5.084
H -4.159 -1.853 6.280
H -3.797 -2.584 4.760
H -1.529 -0.844 7.392
H -1.328 -2.315 8.075
C -7.460 -0.834 5.674
O -6.855 -0.206 4.591
C -7.125 -0.811 3.350
C -6.290 -0.161 2.285
C -4.801 -0.174 2.636
N -6.715 1.262 2.181
H -7.160 -0.333 6.591
H -7.144 -1.885 5.756
H -8.556 -0.828 5.592
H -6.956 -1.898 3.411
H -8.192 -0.710 3.096
H -6.394 -0.655 1.319
H -4.387 -1.177 2.804
H -4.665 0.439 3.527
H -4.120 0.157 1.848
H -5.982 1.777 1.709
H -6.762 1.569 3.147
C 1.771 6.389 -1.077
O 0.633 6.909 -0.436
C 0.839 7.085 0.947
C -0.289 7.891 1.556
C -0.165 9.369 1.158
N -0.239 7.680 3.009
H 2.218 5.509 -0.582
H 2.560 7.149 -1.108
H 1.462 5.969 -2.033
H 0.943 6.112 1.442
H 1.780 7.639 1.114
H -1.228 7.484 1.175
H -0.732 9.976 1.869
H -0.469 9.558 0.131
H 0.871 9.695 1.302
H 0.585 8.131 3.393
H -1.050 8.126 3.420
C 0.486 2.961 -4.339
O 0.454 4.193 -3.665
C -0.695 4.979 -3.979
C -1.956 4.537 -3.264
C -3.147 5.434 -3.594
N -1.724 4.451 -1.809
H -0.368 2.314 -4.119
H 1.416 2.452 -4.094
H 0.502 3.143 -5.425
H -0.425 6.010 -3.731
H -0.769 4.943 -5.079
H -2.202 3.514 -3.576
H -3.135 5.782 -4.626
H -3.041 6.300 -2.930
H -4.088 4.962 -3.327
H -1.022 3.725 -1.700
H -1.333 5.341 -1.506
C 4.149 -2.506 -3.318
O 5.405 -3.113 -3.382
C 6.344 -2.282 -4.041
C 7.707 -2.910 -4.043
C 8.739 -1.971 -4.626
N 7.634 -4.120 -4.907
H 3.823 -2.112 -4.292
H 4.100 -1.683 -2.592
H 3.396 -3.237 -3.014
H 6.034 -2.252 -5.100
H 6.373 -1.265 -3.640
H 7.877 -3.245 -3.011
H 8.834 -1.107 -3.961
H 8.430 -1.661 -5.621
H 9.726 -2.434 -4.635
H 6.832 -4.670 -4.624
H 8.476 -4.660 -4.751

Results
Strongest force on any atom (Eh/bohr): 0.039
LUMO (hartree): 0.0199
SMILES: COC[C@H](C)N.COC[C@H](C)N.COC[C@H](C)N.COC[C@H](C)N.COC[C@H](C)N.COC[C@H](C)N.COC[C@H](C)N.COC[C@H](C)N.COC[C@H](C)N.COC[C@H](C)N.COC[C@H](C)N
Net charge: 0

Atom charges from the Mulliken analysis, given in e for atoms 1 to 8: C -0.804; O -0.258; C -0.066; C 0.407; C -1.203; N -0.205; H 0.185; H 0.299